50
Properties=species:S:1:pos:R:3 method="wB97M-V/def2-TZVPD" de_lowest_kcal_mol=0.0 spin_multiplicity=5 charge=-1
H 1.605 3.514 1.704
Si -1.684 2.112 0.387
H -0.524 -6.903 -0.131
H -0.377 0.870 -1.276
H -1.851 -4.383 -3.460
H 2.897 0.368 -0.735
H -2.690 -5.741 -1.272
C -1.489 2.765 2.138
C 1.936 -0.635 2.018
C -0.520 -6.277 -1.018
C 0.049 -1.991 2.089
H -0.605 -2.862 2.033
H 2.944 -0.288 1.869
C -0.120 1.333 -0.298
H 3.621 1.801 -1.522
H 0.577 4.689 -0.910
H -3.150 0.345 -0.547
H 1.643 -6.289 -1.636
H 0.652 3.781 -2.443
H -3.284 3.868 -0.267
C -0.322 -0.681 2.560
H -2.629 -0.087 1.095
C 1.161 3.960 -1.487
H -2.448 3.236 2.408
H -1.619 4.426 -0.581
H 3.135 3.498 0.796
C 2.684 1.248 -1.358
C 0.840 0.153 2.505
H 2.626 2.045 1.676
H -0.705 3.530 2.208
C 0.191 -5.125 -2.893
H -1.316 -0.376 2.903
C 1.441 -1.954 1.740
C -1.222 -4.948 -2.777
H 2.030 -2.781 1.354
Rh 0.418 -0.626 0.697
H 0.822 -4.711 -3.676
C -2.964 0.744 0.459
H -2.402 3.287 -1.703
H 2.307 0.889 -2.325
H -3.910 1.138 0.859
C 2.261 2.892 1.081
Br 0.138 -1.723 -1.616
C 0.625 -5.950 -1.811
H 0.894 1.198 2.781
C -2.296 3.564 -0.646
H -1.286 1.975 2.871
C -1.663 -5.662 -1.620
Si 1.430 2.364 -0.522
H 2.149 4.398 -1.699

***

111
Properties=species:S:1:pos:R:3 method="wB97M-V/def2-TZVPD" spin_multiplicity=1
H -3.607 -2.069 0.977
C 9.319 1.940 -0.915
O 3.371 5.816 -0.039
C -5.315 3.204 -2.831
H -4.547 -2.798 -0.486
C -1.251 2.959 -1.039
C -2.379 -3.838 4.239
C 4.088 -3.212 0.154
C 0.651 -6.985 -5.366
H -2.060 0.431 -3.806
C 1.257 -0.971 -0.415
O -5.249 0.039 0.483
H -3.598 0.738 -4.854
N -1.761 4.262 -1.513
H -0.710 0.273 11.786
C -0.724 0.624 10.760
C -7.117 3.237 -4.949
C 8.342 3.998 -0.611
C 3.912 -5.924 -0.069
C -8.191 3.631 -2.695
H -6.641 3.673 -0.853
C -1.422 -1.950 5.373
C 2.949 -5.069 -0.581
H 2.402 5.738 0.274
C -3.028 -0.085 -4.213
C -5.566 3.058 -4.478
N -3.014 4.291 -2.032
H -2.202 -0.796 10.092
H 1.214 2.487 -2.497
H 1.731 -0.266 0.391
C -1.310 -3.786 3.359
H 6.137 1.877 -2.037
C 8.166 1.418 -1.479
H -7.278 3.156 -6.131
C -4.104 -0.505 -3.004
H 0.595 -7.785 -6.095
C -6.708 3.516 -2.031
C 3.350 5.026 -1.314
H 1.060 5.407 -1.866
H -3.254 -2.911 5.976
C 1.467 3.103 -1.534
H 10.210 1.329 -0.795
H 0.349 4.105 0.189
H 4.114 -2.128 0.221
H -3.150 -4.591 4.127
H 0.752 2.166 11.058
H 0.414 -1.253 4.482
C -2.432 -2.901 5.265
C -0.021 -0.218 -1.114
C -0.467 -6.614 -4.636
C -1.293 0.118 1.043
H -0.902 1.740 7.119
C 7.144 3.567 -1.159
H 2.076 -5.454 -1.100
C 7.059 2.251 -1.601
C -0.825 1.446 8.162
O -4.779 -1.663 -3.243
N 3.012 -3.723 -0.483
N -4.367 0.328 -1.773
H 0.539 2.154 0.318
H 6.298 4.240 -1.238
H 2.415 2.575 -1.038
H -2.704 -0.993 -4.875
H -2.435 0.038 1.386
O 0.131 0.113 -2.426
H 3.809 -6.998 -0.175
C 1.842 -6.303 -5.137
C 0.284 3.065 -0.375
N -1.623 0.420 8.529
H 5.784 -6.007 0.993
C 0.039 2.099 9.026
C -3.781 -1.932 -0.194
C 1.871 -5.283 -4.192
N -1.311 0.194 -0.461
C 0.088 1.677 10.351
O -4.367 6.517 -1.722
C -1.902 1.466 -1.003
N 9.433 3.213 -0.478
H 0.659 2.916 8.675
H 2.098 -1.125 -1.246
C -3.451 1.520 -1.645
C 5.102 -3.985 0.695
H -0.896 1.108 1.579
H 2.783 -4.732 -3.991
H -4.664 2.863 -5.232
O -3.314 5.945 -3.833
C -3.813 3.039 -2.125
C 1.905 4.610 -2.004
H 2.115 4.551 -3.175
N -0.316 -2.874 3.436
H 0.675 -4.201 -2.760
H -9.136 3.833 -2.016
C -4.484 -0.485 -0.509
H 8.459 5.018 -0.255
C 0.702 -4.987 -3.510
C -1.553 0.032 9.822
H 8.132 0.388 -1.814
H 2.739 -6.564 -5.690
H 0.990 -2.045 -0.029
H -0.783 -0.861 1.481
O 4.501 4.691 -1.917
H 5.945 -3.520 1.195
H -1.434 -1.207 6.162
C -0.396 -1.976 4.442
N -0.469 -5.630 -3.712
N -8.362 3.479 -4.167
C 5.009 -5.368 0.580
H -2.799 -2.139 -0.825
H -1.421 -7.114 -4.782
C -3.574 5.601 -2.561
H -1.221 -4.498 2.543

***

131
Properties=species:S:1:pos:R:3 method="wB97M-V/def2-TZVPD" de_lowest_kcal_mol=0.0 spin_multiplicity=1 charge=+1
H -3.112 -4.749 3.396
C -1.434 -5.975 2.885
C -5.325 -1.434 -4.058
C -6.717 -8.579 4.219
C 4.686 9.749 -5.851
C -6.409 -7.679 5.357
N 5.448 0.500 -1.269
P 0.199 -3.435 -2.591
O -2.508 0.910 -2.799
C 5.221 -0.299 -0.083
H -6.753 -8.711 2.031
C 4.352 12.229 -5.439
C 2.529 3.933 -2.716
C 2.825 -1.180 -0.484
H -3.928 0.322 -0.705
B 2.434 0.042 -1.444
C 5.547 -0.252 -2.479
C -6.522 -8.040 2.849
H 1.407 -5.257 0.954
O 0.647 4.058 -1.307
H -5.741 -5.767 5.975
H -1.479 3.292 -2.763
H 3.781 -5.871 1.776
H -1.814 4.877 -0.875
C -0.914 -0.660 2.311
C -3.493 1.313 -0.698
C -2.677 1.686 -1.880
H -4.265 1.906 1.182
O 2.134 2.142 3.082
H -0.837 -2.357 -0.143
O 4.939 3.606 7.329
H -0.086 0.866 1.100
H 1.982 -4.000 -3.490
C 3.067 12.011 -5.167
C 1.559 6.391 -3.821
C -4.000 -1.977 -3.665
C 3.402 9.533 -5.580
H 5.364 8.948 -6.118
O 0.359 -4.780 -1.987
H -6.558 -8.088 6.349
C 2.801 5.759 -4.332
H 2.388 12.810 -4.900
H -6.837 -1.588 -0.952
C -2.071 3.038 -1.893
C -3.066 3.514 0.298
C 4.298 3.272 6.360
H -0.049 6.285 -2.448
C 4.793 2.221 5.435
H -4.002 -4.225 1.349
C -6.100 -1.672 -1.742
H -0.758 -6.120 2.021
C -5.972 -6.438 5.157
C -2.250 -1.003 2.465
O 1.446 -3.195 -3.574
O -3.231 4.285 1.218
O 5.995 -0.206 0.838
C 1.839 -2.153 -0.213
P 0.181 -1.915 -1.029
O 3.440 6.264 -5.229
N 4.320 -2.314 0.904
H 2.539 1.323 -0.042
C -6.357 -1.312 -2.997
C -4.775 -2.207 -1.354
H -3.261 -2.059 -4.451
H -7.317 -0.916 -3.302
H 1.328 3.969 4.735
C 2.285 3.526 4.979
C 2.144 -3.221 0.671
C -2.349 -4.781 2.577
C 2.988 3.894 6.048
H 4.139 4.040 -4.090
H 0.174 -4.125 0.322
O 2.083 -0.189 -2.746
C -6.085 -6.799 2.651
H 2.642 4.658 6.733
C -2.642 -2.320 2.563
O 0.610 -3.977 2.320
H 0.541 0.869 2.736
H 1.265 0.305 -2.913
H 2.965 8.544 -5.611
O 2.475 1.354 -1.011
C 1.288 4.566 -2.205
H 5.284 -4.414 2.724
O 6.223 0.139 -3.381
H -3.015 -0.226 2.500
H 5.750 1.777 5.678
C -0.405 -3.029 2.379
H -3.693 -5.931 1.231
H -2.598 -4.747 0.354
C -3.749 -2.335 -2.411
H 2.825 3.007 -2.243
H 1.260 7.320 -4.292
H -2.037 -6.892 2.930
C -5.777 -5.902 3.790
O -7.112 -9.709 4.399
F 4.851 -1.407 -2.634
H 4.790 13.218 -5.408
H 2.560 -5.378 3.901
O 1.322 10.442 -4.972
N 3.078 -4.521 3.732
C 0.002 -1.695 2.289
H 1.053 -1.422 2.198
H -3.708 -2.536 2.651
C 4.088 1.856 4.368
H -2.791 -2.731 -2.103
H 4.433 1.092 3.681
C 3.231 4.486 -3.703
C 2.780 2.479 4.059
C -0.389 0.761 2.157
C 4.068 -1.277 0.088
C 0.858 5.838 -2.834
O 6.433 11.314 -6.046
H -1.118 1.530 2.430
C 1.036 -4.220 0.984
C 5.263 11.115 -5.801
H -0.782 -5.837 3.754
H 4.748 1.241 -1.342
C -1.731 -3.392 2.516
O -5.555 -1.107 -5.200
H -5.937 -6.390 1.660
H -1.591 -4.281 -3.206
C 3.431 -3.254 1.212
O -5.379 -4.767 3.610
C -2.250 3.886 -0.884
C -3.190 -4.953 1.255
H 5.247 -2.361 1.329
C -3.673 2.160 0.311
O -4.528 -2.524 -0.208
O -1.165 -3.437 -3.435
P 3.908 -4.616 2.420
C 2.494 10.645 -5.218

***

no.,calculated total energy (Ha)
1,-3928.613962
2,-2855.034575
3,-4904.658015